Entry 1:
Below is a molecular structure, C18H45BeFN3O6Pb, with properties calculated with ωB97M-V/def2-TZVPD.

energy relative to the best compared isomer or geometry (same formula, charge and spin) = 51.64 kcal per mole
net charge = +3
LUMO energy = -0.3511 Eh

Last column: Mulliken charge in e.
Atoms and positions in Å:
Be  -1.087  -14.486  -23.196  1.15
Pb  3.386  -12.888  -22.273  1.29
F  1.275  -14.037  -22.790  -0.52
C  -3.159  -12.292  -25.216  -0.95
O  -2.007  -13.083  -25.043  -0.14
C  -1.109  -13.028  -26.166  -0.70
C  0.059  -14.028  -26.110  -0.87
N  -0.276  -15.345  -25.520  -0.10
C  0.944  -16.137  -25.308  -0.33
C  0.427  -17.421  -24.654  -1.03
O  -0.236  -17.010  -23.414  0.27
C  -0.327  -17.937  -22.393  -0.92
H  -3.622  -12.057  -24.257  0.22
H  -3.795  -12.696  -26.003  0.34
H  -2.886  -11.329  -25.646  0.39
H  -0.755  -12.016  -26.360  0.51
H  -1.586  -13.322  -27.101  0.44
H  0.922  -13.564  -25.632  0.20
H  0.530  -13.879  -27.082  0.50
H  -0.878  -15.845  -26.158  0.26
H  1.693  -15.694  -24.651  -0.23
H  1.412  -16.220  -26.289  0.69
H  1.333  -17.968  -24.393  0.51
H  -0.208  -17.900  -25.400  0.41
H  -0.712  -18.942  -22.567  0.36
H  -1.009  -17.530  -21.647  0.11
H  0.664  -18.176  -22.005  0.30
C  -3.451  -16.854  -24.963  -0.96
O  -3.139  -16.000  -23.892  0.03
C  -4.335  -15.528  -23.228  -0.83
C  -4.254  -15.144  -21.807  -0.76
N  -3.229  -14.083  -21.727  -0.02
C  -2.768  -13.689  -20.455  -1.01
C  -1.914  -14.859  -19.876  -0.76
O  -0.790  -15.090  -20.729  0.00
C  0.291  -15.684  -20.180  -0.42
H  -2.492  -17.254  -25.294  0.14
H  -4.041  -16.589  -25.840  0.34
H  -3.939  -17.747  -24.571  0.43
H  -5.101  -16.300  -23.302  0.58
H  -4.663  -14.685  -23.835  0.35
H  -4.002  -16.095  -21.338  0.28
H  -5.204  -14.819  -21.382  0.43
H  -3.776  -13.262  -21.940  0.22
H  -3.492  -13.349  -19.714  0.47
H  -2.110  -12.848  -20.674  0.38
H  -2.388  -15.832  -19.747  0.41
H  -1.488  -14.491  -18.943  0.52
H  0.029  -16.561  -19.589  0.49
H  0.799  -14.936  -19.571  0.44
H  1.052  -15.952  -20.912  -0.53
C  3.715  -14.931  -18.951  -1.06
O  3.481  -15.067  -20.393  0.10
C  4.167  -16.200  -20.826  -1.08
C  3.701  -16.304  -22.309  0.31
N  4.188  -15.169  -23.180  -0.16
C  5.723  -14.984  -23.239  -0.83
C  6.352  -13.956  -22.351  -0.40
O  5.783  -12.732  -22.632  -0.40
C  6.481  -12.052  -23.724  -0.71
H  3.056  -14.204  -18.475  0.33
H  4.765  -14.732  -18.736  0.43
H  3.726  -15.855  -18.372  0.37
H  3.843  -17.072  -20.258  0.53
H  5.253  -16.230  -20.745  0.50
H  2.629  -16.496  -22.287  -0.87
H  3.990  -17.253  -22.760  0.67
H  3.883  -15.482  -24.091  0.22
H  6.013  -14.640  -24.232  0.52
H  6.212  -15.956  -23.185  0.43
H  7.414  -13.962  -22.596  0.48
H  6.072  -14.291  -21.352  0.24
H  6.784  -12.759  -24.497  0.35
H  7.409  -11.664  -23.304  0.28
H  5.952  -11.224  -24.196  0.33

Entry 2:
Below is 5 unconnected molecules or ions with the total composition C18H45BrN4O14PS4, with properties calculated with ωB97M-V/def2-TZVPD.

net charge = +1
LUMO energy = -0.1146 Eh

Last column: Mulliken charge in e.
Atoms and positions in Å:
N  -2.693  0.636  3.260  -0.56
C  -2.551  1.399  2.299  0.03
C  -3.676  2.079  1.552  -1.13
C  -3.802  1.681  0.073  0.06
N  -2.474  1.793  -0.594  -0.24
C  -1.753  0.679  -0.677  0.05
N  -0.432  0.750  -0.655  -0.25
P  0.709  -0.627  -0.739  0.32
O  0.253  -1.736  0.364  -0.51
O  0.511  -1.255  -2.218  -0.31
N  -2.281  -0.549  -0.778  0.01
C  -3.685  -0.511  -1.191  -1.19
C  -4.517  0.361  -0.266  -0.38
Br  -5.073  -0.727  1.254  -0.07
H  -3.683  0.540  3.487  0.29
H  -1.546  1.585  1.929  0.38
H  -4.622  2.033  2.063  0.49
H  -3.421  3.140  1.534  0.41
H  -4.420  2.453  -0.361  0.39
H  -1.915  2.500  -0.131  0.43
H  0.008  1.653  -0.556  0.29
H  0.240  -2.609  -0.075  0.30
H  1.107  -0.739  -2.790  0.32
H  -2.130  -1.104  0.063  0.39
H  -3.766  -0.232  -2.235  0.39
H  -4.086  -1.507  -1.108  0.55
H  -5.421  0.583  -0.804  0.52
O  -3.101  4.973  3.278  -0.63
S  -3.000  4.949  4.712  1.25
O  -4.151  5.162  5.525  -0.62
O  -1.845  5.939  5.160  -0.27
C  -1.925  7.320  4.736  -0.34
C  -2.980  8.102  5.494  -0.99
C  -2.222  3.451  5.200  -0.94
H  -2.091  7.367  3.659  0.31
H  -0.942  7.743  4.932  0.28
H  -3.981  7.736  5.274  0.30
H  -2.938  9.155  5.216  0.39
H  -2.827  8.011  6.569  0.27
H  -1.335  3.303  4.590  0.28
H  -2.938  2.653  5.026  0.31
H  -1.967  3.500  6.255  0.41
O  3.967  0.083  -2.993  -0.69
S  4.859  -0.260  -1.919  1.30
O  4.586  0.178  -0.583  -0.58
O  6.332  0.160  -2.324  -0.28
C  6.578  1.534  -2.699  -0.36
C  6.570  2.474  -1.510  -0.95
C  5.109  -2.001  -1.901  -0.91
H  5.857  1.844  -3.458  0.31
H  7.561  1.538  -3.165  0.28
H  5.582  2.533  -1.056  0.27
H  6.857  3.478  -1.823  0.39
H  7.262  2.129  -0.743  0.26
H  5.342  -2.336  -2.908  0.39
H  4.185  -2.459  -1.551  0.24
H  5.918  -2.232  -1.213  0.34
O  3.637  -3.831  0.551  -0.63
S  4.036  -3.567  1.906  1.25
O  5.351  -3.889  2.353  -0.64
O  2.971  -4.226  2.884  -0.27
C  2.710  -5.642  2.752  -0.32
C  3.838  -6.497  3.293  -1.03
C  3.692  -1.887  2.287  -0.76
H  2.494  -5.881  1.709  0.31
H  1.802  -5.827  3.322  0.28
H  4.747  -6.374  2.706  0.31
H  3.558  -7.550  3.265  0.39
H  4.072  -6.218  4.320  0.27
H  2.680  -1.661  1.962  0.11
H  4.411  -1.277  1.741  0.33
H  3.808  -1.728  3.356  0.39
O  -4.459  -3.236  -6.197  -0.64
S  -3.108  -3.213  -6.663  1.26
O  -2.329  -4.408  -6.703  -0.61
O  -2.311  -2.103  -5.829  -0.31
C  -2.324  -2.218  -4.399  -0.26
C  -1.439  -3.339  -3.890  -1.00
C  -3.031  -2.422  -8.232  -0.94
H  -3.353  -2.334  -4.048  0.32
H  -1.956  -1.263  -4.021  0.18
H  -1.810  -4.313  -4.203  0.44
H  -1.403  -3.325  -2.800  0.26
H  -0.427  -3.235  -4.280  0.27
H  -3.598  -1.496  -8.192  0.32
H  -3.471  -3.105  -8.954  0.38
H  -1.989  -2.235  -8.480  0.32

Entry 3:
Below is a molecular structure, C18H45Cl2FFeO12P3, with properties calculated with ωB97M-V/def2-TZVPD.

⟨S²⟩ = 8.758
multiplicity = 6
energy relative to the best compared isomer or geometry (same formula, charge and spin) = 115.92 kcal per mole
LUMO energy (alpha / beta) = 0.0119 / -0.0089 Eh

Last column: Mulliken spin population.
Atoms and positions in Å:
Fe  -17.247  5.775  1.473  4.37
F  -17.239  7.700  1.052  0.17
Cl  -17.704  4.992  -0.727  0.18
Cl  -19.242  5.667  2.598  0.21
C  -10.882  8.505  0.691  0.00
C  -11.425  7.154  0.294  0.00
O  -12.629  6.874  0.901  0.00
P  -13.735  5.867  0.155  0.01
O  -15.005  5.724  0.909  0.02
O  -13.943  6.313  -1.412  0.00
C  -14.986  7.145  -1.725  0.00
C  -14.552  8.637  -1.652  0.00
O  -12.849  4.467  0.043  0.00
C  -13.410  3.357  -0.664  0.00
C  -12.516  3.027  -1.960  0.00
H  -10.602  8.565  1.743  0.00
H  -9.872  8.413  0.290  0.00
H  -11.138  9.444  0.200  0.00
H  -11.675  7.285  -0.759  0.00
H  -10.693  6.347  0.314  0.00
H  -15.512  7.088  -2.678  0.00
H  -15.926  7.055  -1.181  0.00
H  -13.814  8.916  -2.403  0.00
H  -15.473  9.216  -1.730  0.00
H  -14.202  8.810  -0.634  0.00
H  -13.538  2.482  -0.027  0.00
H  -14.454  3.527  -0.929  0.00
H  -12.927  2.258  -2.615  0.00
H  -12.077  3.938  -2.366  0.00
H  -11.674  2.530  -1.478  0.00
C  -15.469  0.200  -1.454  0.00
C  -16.221  0.431  -0.121  0.00
O  -15.902  1.793  0.316  0.01
P  -16.268  2.410  1.782  -0.01
O  -16.586  3.891  1.823  0.01
O  -17.460  1.505  2.199  0.01
C  -18.482  1.944  2.991  0.00
C  -18.869  0.532  3.591  0.00
O  -15.197  1.801  2.838  0.00
C  -14.957  0.370  2.965  0.00
C  -13.565  0.156  2.331  0.00
H  -16.238  0.160  -2.227  0.00
H  -14.603  0.788  -1.757  0.00
H  -15.169  -0.845  -1.531  0.00
H  -17.296  0.306  -0.247  0.00
H  -15.715  -0.336  0.466  0.00
H  -18.226  2.574  3.843  0.00
H  -19.375  2.510  2.727  0.00
H  -19.462  -0.044  2.880  0.00
H  -18.039  -0.072  3.958  0.00
H  -19.656  0.674  4.332  0.00
H  -14.929  0.222  4.045  0.00
H  -15.725  -0.330  2.638  0.00
H  -13.636  0.291  1.252  0.00
H  -12.873  0.966  2.562  0.00
H  -13.092  -0.780  2.628  0.00
C  -12.450  8.814  4.508  0.00
C  -13.793  8.494  5.014  0.00
O  -14.632  8.004  4.026  0.00
P  -15.433  6.662  4.378  0.00
O  -16.233  6.090  3.259  0.00
O  -16.380  7.154  5.646  0.00
C  -17.596  7.707  5.299  0.00
C  -17.796  8.665  6.514  0.00
O  -14.406  5.619  5.022  0.00
C  -13.599  4.723  4.258  0.00
C  -13.386  3.459  5.065  0.00
H  -11.899  9.301  5.312  0.00
H  -11.864  7.941  4.220  0.00
H  -12.563  9.533  3.697  0.00
H  -13.665  7.750  5.800  0.00
H  -14.263  9.273  5.614  0.00
H  -17.514  8.262  4.365  0.00
H  -18.551  7.194  5.415  0.00
H  -18.218  8.096  7.342  0.00
H  -16.803  8.998  6.815  0.00
H  -18.495  9.416  6.146  0.00
H  -14.054  4.391  3.325  0.00
H  -12.710  5.310  4.024  0.00
H  -12.745  3.529  5.944  0.00
H  -14.308  3.021  5.446  0.00
H  -12.950  2.674  4.448  0.00

Largest force on an atom, respectively: 4.34 4.01 5.54 eV Å⁻¹.